The following is a DFT calculation (ωB97M-V/def2-TZVPD) of a molecular structure, C40H50FeN8O2Se.

- net charge = +3
- max |F| (Eh/bohr) = 0.011
- highest occupied orbital energy (alpha / beta) (eV) = -15.6994 / -15.7004
- Kohn-Sham gap (alpha / beta) (eV) = 8.4 / 4.8
- spin multiplicity = 6
- relative energy (zero: lowest compared OMol25 entry of this formula, charge and spin) (kJ/mol) = 0.0
- molecular weight (g/mol) = 809.70

Geometry (Å):
C -1.616 2.477 4.211
C 4.540 2.459 2.088
H -2.805 5.032 0.604
H -1.382 2.031 5.166
H -2.963 5.217 2.773
N 3.792 0.944 0.261
N -2.034 2.380 -1.061
C -6.465 -1.555 -3.861
H -3.845 -4.293 -3.093
C -4.415 -1.404 2.093
C 5.907 1.849 2.392
C -2.946 -0.904 -1.394
H -4.687 -1.561 3.134
H -1.756 -1.725 2.931
H 8.018 2.288 2.174
H -1.237 -2.022 1.251
C 2.691 0.261 0.641
H 0.651 2.178 -3.102
H 3.748 -4.510 0.919
H 4.878 2.684 -0.050
C -2.219 3.736 4.119
H 1.314 -3.199 2.430
C -1.336 1.814 3.052
H -2.360 2.537 -4.426
H -2.940 4.922 -3.855
H -5.326 -1.476 1.501
H -3.768 -0.332 -0.996
H -2.468 4.299 5.009
O 0.529 0.874 -1.465
H 2.162 -2.982 0.065
C 1.182 1.946 -2.181
C -2.700 4.581 -1.768
H -1.784 1.015 -2.602
C 1.937 -2.130 0.705
C 5.904 -2.112 -1.456
H 2.211 1.673 -2.409
H 0.917 -1.809 0.497
C 5.915 0.271 -0.940
N -1.595 2.302 1.804
H 3.534 -3.093 3.638
N 2.832 -1.037 0.290
O -2.361 -0.318 1.528
C 4.099 2.343 0.629
C -3.736 -0.040 1.922
H -3.725 0.532 2.850
N -8.939 -3.500 -5.371
H 7.486 -0.728 -1.954
Fe -1.113 0.887 0.220
C -5.272 -1.211 -3.252
C -1.866 -2.401 -2.571
H -5.955 -4.889 -4.222
H -2.959 5.592 -1.481
C -2.366 2.884 -3.403
Se 1.221 1.030 1.460
C -6.708 -2.880 -4.214
H 1.908 -1.581 2.772
H 5.927 0.795 2.096
C 7.068 2.609 1.752
N -1.684 -0.811 -1.005
H 0.446 0.108 -2.044
H -5.069 -0.174 -3.013
H 1.170 2.819 -1.532
H 4.554 3.523 2.333
N -3.100 -1.844 -2.341
C -2.046 2.036 -2.385
H 6.424 -2.948 -1.904
H 4.600 -4.908 2.398
H -7.205 -0.797 -4.079
C 3.462 -3.071 2.550
C -2.060 -1.689 1.880
C 6.517 -0.832 -1.485
C -0.998 -1.761 -1.743
H 6.392 1.240 -0.963
H 6.975 3.682 1.928
C -7.948 -3.230 -4.858
C -2.375 3.642 -0.774
H 4.222 -3.296 -0.868
C -3.359 -2.429 1.648
C -4.568 -3.523 -3.327
H -0.896 0.829 3.091
C 4.662 0.070 -0.347
C 4.054 -1.193 -0.324
H 3.772 2.000 2.717
C 3.677 -4.482 2.008
H -3.469 -2.674 0.590
H 2.859 -5.141 2.304
H -1.712 -3.185 -3.292
H 0.051 -1.966 -1.595
C -2.693 4.207 -3.082
C 4.676 -2.316 -0.884
H -3.410 -3.353 2.220
N -2.455 4.090 0.523
H 4.264 -2.406 2.211
H 3.207 2.936 0.443
H 6.038 1.854 3.475
C -2.495 4.247 2.881
H 7.134 2.454 0.673
H -4.178 0.578 1.140
C -2.167 3.505 1.736
C -5.757 -3.862 -3.949
C -4.338 -2.200 -2.986
C 2.101 -2.482 2.181